101
Properties=species:S:1:pos:R:3:forces:R:3:mulliken_spin:R:1 method="wB97M-V/def2-TZVPD" multiplicity=3 homo_energy_ev="-0.7 / -1.9" e_above_lowest_ev=0.317 lumo_ev="4.2 / 4.2" orbital_gap_ha="0.1806 / 0.2232" charge=-2
H -0.483896 0.631328 2.670537 -0.01 0.04 -0.07 0.005
H -2.280482 3.209778 1.707657 -0.01 -0.03 0.03 0.001
N -3.123302 -3.394791 0.133990 0.18 0.03 -0.08 0.010
H -2.995264 -5.471891 -0.032210 -0.05 0.02 0.01 -0.001
C 5.218143 3.267251 1.400861 0.01 0.01 -0.01 0.020
C 1.412652 3.781704 -5.499985 -0.01 -0.01 0.01 0.004
H -1.683913 -4.558791 2.517313 0.00 -0.01 0.01 0.000
C -1.268080 -1.348004 2.487003 0.09 -0.09 0.02 -0.009
H 4.100263 4.148784 -2.180858 0.01 0.01 0.00 0.002
C 5.549415 4.482660 -0.640957 0.01 0.00 0.00 0.001
H -0.461275 0.027611 -2.235240 0.02 0.01 -0.06 0.059
H -4.865755 -1.563181 -2.007713 0.00 0.00 0.02 0.000
C 0.019293 5.481501 0.710084 -0.01 0.01 0.00 0.000
H -1.508391 -0.744466 -4.556025 0.03 -0.02 0.01 -0.001
C -4.552282 -3.360651 0.362444 0.04 0.02 0.08 0.001
C 3.085583 -2.788535 2.478600 -0.14 0.00 -0.17 -0.022
N 3.075936 -2.471939 0.045439 -0.18 0.18 0.58 0.040
O 6.225311 -3.270738 2.899345 -0.17 0.05 -0.20 0.000
C 0.892373 4.627665 0.051259 -0.04 -0.02 0.02 0.004
H -4.257109 -0.493606 1.236566 -0.02 -0.02 -0.02 0.000
C 5.182557 -2.659780 0.853404 -0.06 -0.13 0.05 -0.007
C 2.067958 0.254637 -0.793845 -0.10 -0.38 -0.11 0.927
H -0.334013 -1.660935 2.015822 -0.06 -0.05 0.07 0.026
C -3.538497 -0.068677 3.231379 0.03 0.06 0.00 0.001
H -3.855001 -0.175963 -3.697811 -0.02 -0.02 -0.03 0.000
C 6.416802 -2.893505 1.695619 0.12 -0.01 0.13 0.000
C 5.951639 4.179362 0.650959 -0.01 -0.01 0.00 0.002
N -3.054864 -1.065284 -1.037059 0.20 -0.11 -0.01 -0.007
H 6.082662 -2.408525 -1.163348 0.01 -0.03 0.01 0.001
H -1.466329 -4.608767 0.196536 0.00 -0.03 -0.03 -0.007
C -3.807907 -4.155403 2.622614 -0.04 -0.05 -0.06 -0.001
H -3.217058 0.967569 -1.522207 -0.02 -0.01 0.01 0.001
H -0.307577 -0.357130 4.099068 0.04 0.04 -0.03 0.000
C 1.711705 2.819746 -2.871838 -0.07 -0.14 -0.02 0.046
Ge 1.942095 2.124101 -1.013953 0.17 0.31 0.14 -0.285
P -2.095239 -2.029921 -0.000751 -0.49 -0.31 0.02 0.114
H -0.493150 4.513552 -4.841458 -0.01 0.00 0.01 -0.001
C -2.602653 -4.898015 2.033786 0.00 0.04 -0.01 0.003
H -1.565257 -2.162762 3.166903 -0.04 0.02 0.01 0.002
C -1.385945 3.614499 1.249254 0.00 -0.01 -0.01 0.004
C 2.691030 2.597154 -3.842056 -0.01 -0.03 0.02 -0.007
N -2.269074 -1.145890 1.439337 0.08 0.21 -0.12 -0.036
H -2.338551 0.375668 4.971047 0.00 0.01 0.00 0.000
H 0.233396 6.543616 0.754685 0.00 0.00 0.00 0.000
C 3.656256 2.976741 -0.436155 -0.06 -0.03 0.01 -0.012
H -1.810220 5.637747 1.831322 0.00 0.00 -0.01 0.000
O 1.908538 -2.527981 2.599905 -0.02 -0.06 0.04 0.004
H -1.528112 1.131364 -3.112048 -0.01 0.02 0.01 0.009
C 3.789484 -2.644946 1.156012 0.18 -0.01 -0.15 0.026
C 4.089655 2.671247 0.857315 0.03 -0.04 -0.04 0.020
C 4.409986 3.886983 -1.174491 -0.06 0.04 0.02 0.010
O 7.511033 -2.725626 1.149605 -0.01 -0.02 -0.07 0.000
N 3.962648 -2.380488 -0.937413 -0.01 -0.04 -0.19 -0.001
H -0.702200 1.699832 0.562103 0.06 0.03 0.05 0.050
H 2.915996 -0.018794 -1.448033 0.13 0.06 0.13 -0.007
H 1.304365 4.165346 -6.507957 -0.01 -0.01 -0.01 0.000
C -3.780995 -1.690860 -2.144970 -0.07 0.06 0.01 -0.004
C -2.292018 0.527842 3.889026 0.01 -0.08 -0.02 0.001
H 3.580147 2.033073 -3.577036 0.02 0.03 -0.01 0.002
H -3.092920 0.810576 1.330988 -0.01 0.00 0.00 -0.001
N -0.701013 -2.491465 -0.406180 0.31 0.24 0.34 0.017
H -1.844029 0.528490 -0.506244 -0.16 0.01 -0.08 0.002
H -3.529176 -3.119410 2.825665 0.00 0.01 0.02 0.001
C 0.652593 3.252766 -0.016194 -0.02 -0.07 -0.04 -0.010
O 3.830840 -3.233198 3.455735 0.07 0.03 0.04 0.001
C 2.554147 3.078494 -5.137550 0.01 0.00 0.00 0.005
C -0.499773 2.765704 0.593505 0.01 -0.13 0.02 -0.020
H -3.578656 -2.762095 -2.129425 0.00 -0.04 0.01 0.000
H 6.835451 4.645216 1.071451 0.01 -0.01 0.00 0.000
H 3.338189 2.906218 -5.866552 0.00 -0.01 0.00 -0.001
C -1.861729 -0.963861 -3.545343 -0.05 0.03 0.00 0.004
H -5.865624 -3.734332 2.047379 -0.01 -0.03 0.00 0.000
H 3.619360 -2.248081 -1.873040 -0.05 0.13 0.03 -0.001
H -0.229355 3.675011 -2.542293 0.00 0.02 0.00 0.001
H -2.696143 -5.972830 2.224548 0.02 0.00 0.01 0.000
C 0.409951 3.982612 -4.561343 0.01 0.00 -0.03 0.000
Pt 0.995645 -1.292867 -0.198713 -0.15 0.22 -0.78 1.062
H -5.094652 -3.766526 -0.508008 0.00 0.02 -0.01 0.000
H 6.122756 5.186734 -1.234593 -0.01 0.00 -0.01 0.000
H 1.781656 5.038074 -0.415861 0.02 0.00 0.01 0.000
H -5.183153 -5.196419 1.343425 -0.02 0.00 0.00 0.000
C 5.232886 -2.475428 -0.506830 -0.02 0.01 0.01 0.004
C -3.332230 -0.192290 1.726692 0.06 -0.03 0.05 0.001
C -1.126284 4.975297 1.313076 0.01 -0.01 -0.02 0.001
C -4.954558 -4.160824 1.617652 0.03 0.05 0.02 0.000
C -2.429363 0.217786 -1.373871 0.03 0.02 0.09 -0.013
H 5.531833 3.018377 2.407729 0.00 -0.03 0.00 0.001
H -4.117029 -4.607785 3.568764 0.02 0.04 0.02 0.000
C 0.562227 3.506008 -3.264685 0.04 0.02 0.01 -0.009
H 4.862242 -3.285047 3.178765 0.15 -0.03 0.26 0.000
H -3.728412 -1.833447 -4.285366 0.00 0.01 -0.01 0.000
C -2.506775 -4.651916 0.515400 0.03 -0.01 -0.09 0.007
C -1.003699 -0.089323 3.302301 -0.05 -0.02 0.02 -0.002
C -1.484045 0.169252 -2.590540 0.04 -0.03 0.06 -0.045
H 3.535182 1.939560 1.436911 0.01 0.01 0.02 0.003
H -4.416213 0.552959 3.433043 -0.01 0.00 0.01 0.000
C -3.373631 -1.144007 -3.513969 0.08 0.03 0.03 0.002
H -3.741065 -1.058825 3.648821 -0.04 -0.02 -0.02 0.000
H -4.869228 -2.323207 0.468335 0.00 0.03 0.00 0.000
H -2.288978 1.608768 3.725502 0.01 0.04 0.01 -0.001
H -1.379746 -1.887239 -3.210422 0.00 0.00 0.01 0.000

95
Properties=species:S:1:pos:R:3:forces:R:3:lowdin_charge:R:1 method="wB97M-V/def2-TZVPD" homo_energy_ev=-7.5 lumo_ev=0.5 orbital_gap_ha=0.2953
H 4.542312 2.049139 -3.974501 0.04 -0.09 -0.01 0.086
C -5.434910 -3.461880 -5.587673 0.03 0.00 -0.01 -0.072
C 0.315862 -3.635880 1.037248 0.69 0.17 -0.07 -0.081
H 2.782773 -2.575925 0.297366 0.12 -0.08 0.28 0.122
C 1.799688 3.738186 4.681873 0.17 0.17 -0.18 -0.074
C 2.684704 2.027643 -1.884361 -1.00 1.37 -0.29 -0.413
H 0.151311 2.411624 4.998161 -0.03 0.03 0.01 0.099
C -6.497513 -3.893704 3.439697 0.00 0.02 0.02 -0.073
H 3.484824 5.072821 4.729043 -0.01 0.01 -0.01 0.106
N 5.271098 3.855864 -4.604123 0.10 -0.03 0.03 0.054
C 2.787582 4.480795 5.307886 0.03 -0.01 0.08 -0.073
H 0.970409 -3.477476 -0.954801 0.26 0.27 -0.38 0.135
H -3.207667 -1.787966 -1.990529 -0.71 -0.90 0.36 0.071
H -5.797565 -3.249546 1.506821 -0.01 -0.05 0.01 0.102
H -0.186197 -3.013822 1.774785 -0.27 -0.09 0.11 0.072
H -1.946568 -2.218760 -4.764709 0.02 -0.01 -0.05 0.105
C 1.950311 3.661590 7.382413 -0.03 -0.05 0.06 -0.159
C 2.525775 3.537095 -1.974872 1.01 -0.38 0.13 -0.035
C -3.160576 -3.193785 -6.252806 -0.03 -0.01 0.01 -0.072
C -5.101981 -2.835362 -4.396643 -0.01 0.05 0.13 -0.147
C 0.715916 -2.763031 -0.173975 -1.05 -0.47 1.14 -0.342
C -2.970340 -1.623731 -0.941085 -0.20 0.12 0.07 -0.087
N 0.997168 2.941036 6.794647 0.06 0.09 -0.07 0.056
C 7.763073 2.626996 -4.796219 0.07 -0.03 0.00 -0.081
C -1.896570 -2.488210 -0.292340 0.23 1.96 -1.08 -0.188
C 5.438077 2.570262 -4.296305 -0.14 0.02 0.02 -0.155
C -0.511319 -1.903574 -0.589347 0.92 -0.75 -0.20 -0.170
H -3.644816 0.405579 1.545361 0.04 0.35 0.10 0.069
H 1.736918 -1.645038 1.326826 -0.08 0.24 0.07 0.092
N 1.426102 3.548192 1.108730 0.29 -1.43 -0.06 0.195
H -2.144416 -2.497706 0.761372 0.26 -0.43 0.24 0.103
H 3.141422 1.023758 3.138592 -0.25 1.15 -0.06 0.117
N 2.146749 1.294419 -2.766129 0.36 -0.95 0.28 0.146
H 3.617187 5.009803 7.224416 -0.01 -0.01 0.03 0.099
H 1.208019 -4.018482 1.534845 0.11 -0.14 -0.06 0.079
C 4.028805 -0.165897 0.902376 2.29 -0.79 1.12 -0.197
H 1.231230 0.376019 4.484797 0.79 -1.01 0.57 0.052
C -6.034267 -2.959668 2.525795 0.06 0.06 -0.12 -0.154
C 2.900333 0.428573 0.152819 0.20 -0.29 0.57 -0.355
H -5.446644 -0.587185 -1.515204 -0.03 -0.11 -0.08 0.072
C -6.778649 -3.468008 4.727328 -0.02 -0.04 0.05 -0.082
C 2.864160 4.446203 6.690867 -0.03 -0.05 -0.02 -0.075
C -3.643920 -0.653198 -0.298952 0.50 0.10 -0.15 -0.344
C -2.988498 0.297549 0.677252 -0.93 -1.43 1.16 -0.053
H -0.377246 -0.924517 -0.133907 -0.38 0.17 0.16 0.088
C 2.218401 0.683021 2.687867 -0.55 -0.26 0.16 -0.145
H -6.446766 -3.798146 -5.766896 -0.01 0.01 0.02 0.101
H -2.355246 -3.314333 -6.964114 0.02 0.01 0.01 0.101
H 6.731670 0.865666 -4.107437 -0.03 -0.01 0.00 0.102
H 8.731813 2.149780 -4.871023 0.00 0.00 0.00 0.105
C 1.880021 0.970600 1.237727 0.77 -0.91 -0.48 -0.213
H 2.482561 4.018772 -1.006344 -0.27 0.06 0.09 0.042
C 1.354031 0.026592 3.468503 0.22 0.36 0.11 0.051
H 8.447141 4.558807 -5.458568 -0.01 0.02 0.00 0.101
H -5.647079 -1.077098 0.179926 -0.10 -0.08 0.10 0.052
C -4.440307 -3.642592 -6.534549 -0.01 -0.03 -0.05 -0.082
H -5.849243 -2.670306 -3.627499 -0.04 -0.03 -0.02 0.104
C 3.544633 1.496382 -0.758522 -0.14 -0.32 -0.61 -0.084
H -0.454933 -1.741911 -1.666967 -0.03 0.20 -0.09 0.117
H -2.878133 1.262960 0.194527 0.17 0.12 -0.07 0.087
H 1.691229 3.800595 -2.611284 -0.19 0.10 0.02 0.080
H -5.356127 0.605232 -0.197798 -0.26 0.11 -0.12 0.072
H 1.618959 1.848875 -3.432682 -0.02 0.13 -0.03 0.060
H 1.394041 -0.335386 -1.146916 -0.05 -0.09 -0.18 0.091
H 1.979883 3.600659 8.464767 0.05 0.04 0.01 0.101
N -3.877970 -2.399237 -4.108225 -0.03 -0.07 -0.28 0.050
C 6.655540 1.911277 -4.372547 0.01 0.03 -0.01 -0.068
H -0.289104 -4.489702 0.754288 -0.30 0.01 0.07 0.076
C -6.123002 -1.281737 4.055902 0.04 0.09 -0.07 -0.151
H -7.140957 -4.165765 5.471445 0.00 0.00 0.00 0.105
N -5.846117 -1.673316 2.813609 -0.02 -0.07 0.08 0.059
H 4.405893 1.018509 -1.224674 0.12 -0.03 -0.05 0.130
H -1.992368 -3.463799 -0.758682 0.03 -0.33 0.29 0.114
N 4.963427 -0.614573 1.445726 -2.09 0.96 -1.16 0.198
C 7.608845 3.964250 -5.122706 -0.02 -0.03 0.01 -0.074
C -6.587503 -2.133770 5.046078 0.00 -0.02 -0.02 -0.074
C 1.909194 -1.926903 0.290543 0.04 -0.12 -0.92 -0.167
C 6.347301 4.528195 -5.007948 -0.10 0.07 0.00 -0.154
H 3.925983 2.334223 -0.182908 0.01 0.01 0.23 0.125
C 1.636290 2.407344 1.114789 -0.34 1.42 0.32 -0.155
C -5.111711 -0.414464 -0.492841 0.36 0.82 -0.68 -0.064
H 1.700173 3.738344 3.605738 -0.04 0.01 0.00 0.066
H 0.925211 0.477470 1.069500 -0.18 0.01 -0.21 0.131
H 6.182044 5.572257 -5.250032 0.06 0.01 -0.02 0.103
H -6.793515 -1.760066 6.039524 0.00 0.02 0.00 0.101
C -2.933994 -2.582758 -5.029216 0.05 0.06 0.10 -0.147
H -6.632992 -4.926257 3.148860 0.01 0.00 -0.02 0.101
H -5.961605 -0.228968 4.260570 -0.01 -0.01 0.06 0.104
H -2.052019 -0.090522 1.064657 0.35 0.18 -0.16 0.054
H 2.994128 -1.084451 -1.331519 -0.17 0.10 -0.45 0.130
H 3.441759 3.899872 -2.450310 0.01 0.17 -0.13 0.070
H -4.659128 -4.126208 -7.477963 0.00 0.00 0.00 0.105
C 0.935581 2.998711 5.464856 -0.18 -0.20 0.13 -0.171
C 2.248569 -0.739428 -0.620551 0.41 0.05 0.54 -0.132
H 0.763396 -0.817516 3.138442 -0.95 0.66 -0.40 0.060